(1)
CH2F2O4S in the gas phase at a distorted geometry. Source: OMol25; level of theory: the ωB97M-V functional and the def2-TZVPD basis.

Geometry as XYZ:
```
10
Properties=species:S:1:pos:R:3:forces:R:3:mulliken_charge:R:1
C -1.1778 0.5371 0.2975 -1.78 -0.34 -3.73 0.259
O -0.4858 -1.2506 -1.6594 -0.92 0.02 1.73 -0.571
O -1.3073 -2.1830 0.5778 -1.91 -0.90 0.19 -0.527
O 1.7000 -0.1064 -0.1328 9.68 8.20 -5.11 -0.198
O 0.8418 -1.0643 0.4253 -9.09 -7.46 4.89 -0.306
F -0.7525 1.4334 -0.6752 -0.07 -1.22 1.66 -0.203
F -2.5461 0.4796 0.1560 1.06 0.27 0.71 -0.219
S -0.6768 -1.2146 -0.2193 3.17 0.44 -1.14 1.112
H -0.8515 0.7805 1.2717 0.30 0.40 1.04 0.289
H 1.9408 -0.2877 -1.0805 -0.45 0.58 -0.23 0.364
```
Positions in Å, forces in eV/Å.

Values from the calculation:
<S²> ... 2.0091
Net charge ... 0
Gap between HOMO and LUMO (alpha / beta) ... 7.225 / 8.619 eV
Energy ... -25520.2810 eV
LUMO level (alpha / beta) ... 0.46 / -3.43 eV
HOMO (alpha / beta) ... -6.76 / -12.05 eV
Multiplicity ... 3



(2)
A molecular structure, C24H18AuBrClIP. Source: OMol25; level of theory: the ωB97M-V functional and the def2-TZVPD basis.

Geometry as XYZ:
```
47
Properties=species:S:1:pos:R:3:forces:R:3:mulliken_charge:R:1
Au 0.3335 -1.7818 -1.2878 -0.14 -0.26 -0.03 -0.121
Cl 2.6218 -0.4503 -2.6658 0.23 0.07 -0.29 -0.194
C 3.3312 0.3821 -1.3195 -0.05 0.09 0.32 0.369
C 4.5987 0.9165 -1.4935 -0.02 -0.02 -0.09 -0.583
C 5.1903 1.6290 -0.4655 0.01 0.01 0.02 -0.457
C 4.5196 1.8147 0.7348 0.04 0.03 0.04 -0.886
C 3.2683 1.2560 0.9143 -0.01 -0.04 -0.07 -0.139
C 2.6523 0.5231 -0.1052 -0.03 -0.16 -0.10 -0.307
P 1.0220 -0.2082 0.2300 0.05 0.36 0.18 1.163
C -0.1713 1.1561 0.1645 -0.11 -0.15 -0.11 0.900
C -1.5193 0.8114 0.0361 0.03 -0.01 -0.04 -0.214
C -2.4916 1.7954 -0.0188 0.05 -0.02 0.00 -0.704
C -2.1175 3.1314 0.0283 -0.08 0.03 0.01 -0.519
C -0.7804 3.4792 0.1417 0.02 0.04 0.02 -0.741
C 0.1967 2.4969 0.2131 0.00 -0.06 0.03 -0.363
C 1.1149 -0.7418 1.9617 0.01 -0.19 -0.09 0.482
C 0.0270 -0.5858 2.8156 0.05 0.12 -0.08 -0.414
C 0.0889 -1.0835 4.1085 -0.04 -0.03 0.05 -0.709
C 1.2258 -1.7426 4.5491 0.00 0.00 0.02 -0.487
C 2.3087 -1.9101 3.6962 0.01 -0.01 -0.03 -0.700
C 2.2519 -1.4215 2.4020 -0.05 0.02 -0.03 -0.240
H 5.1115 0.7733 -2.4345 -0.02 0.01 0.00 0.438
H 6.1803 2.0414 -0.6058 -0.01 0.01 -0.01 0.414
H 4.9762 2.3852 1.5321 0.00 -0.02 0.01 0.418
H 2.7548 1.3787 1.8593 0.02 -0.01 0.03 0.558
H -1.8006 -0.2352 -0.0341 -0.04 0.02 0.03 0.170
H -3.5338 1.5192 -0.1101 0.00 0.01 -0.01 0.459
H -2.8731 3.9036 -0.0340 0.02 0.01 0.02 0.396
H -0.4941 4.5219 0.1734 0.00 0.00 -0.01 0.405
H 1.2380 2.7783 0.2915 0.00 0.02 0.00 0.373
H -0.8584 -0.0615 2.4792 -0.01 -0.01 0.03 0.409
H -0.7552 -0.9556 4.7731 0.01 0.01 -0.01 0.418
H 1.2706 -2.1289 5.5587 0.00 0.01 0.00 0.403
H 3.1968 -2.4242 4.0385 0.00 0.00 -0.01 0.413
H 3.0953 -1.5595 1.7367 0.03 -0.01 0.01 0.406
Br -2.7281 -3.2620 -0.2036 -0.10 0.06 -0.09 -0.025
C -3.3663 -2.3918 -1.7587 0.13 -0.03 -0.01 0.139
C -4.5684 -1.7031 -1.6779 0.00 -0.03 0.07 -0.319
C -5.0568 -1.0205 -2.7801 0.00 -0.02 -0.01 -0.560
C -4.3598 -1.0385 -3.9781 -0.04 0.02 -0.01 -0.589
C -3.1655 -1.7338 -4.0739 0.14 -0.09 -0.10 -0.520
C -2.6704 -2.3989 -2.9646 0.22 -0.15 0.27 0.225
I -0.7935 -3.3810 -3.1317 -0.28 0.29 0.10 0.186
H -5.1183 -1.7143 -0.7467 0.01 0.03 0.00 0.443
H -5.9903 -0.4808 -2.6958 0.00 -0.01 -0.03 0.424
H -4.7390 -0.5127 -4.8434 -0.01 -0.01 0.00 0.407
H -2.6236 -1.7657 -5.0094 0.01 0.06 0.01 0.373
```
Positions in Å, forces in eV/Å.

Values from the calculation:
Net charge ... +1
Gap between HOMO and LUMO ... 8.726 eV
Energy ... -128822.1483 eV
LUMO level ... -2.97 eV
HOMO ... -11.69 eV
Multiplicity ... 1



(3)
A molecular structure, C17H25MnN at a distorted geometry. Source: OMol25; level of theory: the ωB97M-V functional and the def2-TZVPD basis.

Geometry as XYZ:
```
44
Properties=species:S:1:pos:R:3:forces:R:3:mulliken_charge:R:1
C -1.7278 -0.9641 -1.9386 -0.81 0.20 -0.99 -0.932
C 1.0950 -0.0366 -2.7426 0.31 0.03 0.20 -0.136
C -2.1417 0.2890 -2.2195 -0.42 -0.76 0.01 -0.048
H -2.2479 -1.5319 -1.1516 0.22 0.46 -0.27 0.705
C 0.8035 1.2408 -2.4852 0.41 -0.06 -0.31 -0.671
H 2.0480 -0.4549 -2.3946 -0.35 0.35 0.20 0.365
H -3.0006 0.7002 -1.6740 0.75 -0.25 0.19 0.445
H 1.5288 1.8507 -1.9365 -0.24 -0.39 -0.29 0.734
C -1.6560 1.1867 -3.3101 -0.12 0.58 -0.65 -0.865
H -2.4557 1.9192 -3.5060 0.24 -0.18 0.02 0.398
H -1.5197 0.6548 -4.2586 -0.10 0.14 0.30 0.316
C -0.8227 -1.7866 -2.8069 0.65 -0.24 -0.05 -0.545
H -1.4104 -2.3359 -3.5687 0.08 0.24 0.33 0.276
H -0.3626 -2.5795 -2.1915 -0.02 0.28 -0.15 0.304
C 0.2877 -1.0061 -3.5589 0.00 -0.49 -0.49 -0.912
H -0.1503 -0.5184 -4.4389 0.28 -0.19 0.29 0.303
H 0.9927 -1.7555 -3.9543 -0.25 0.20 0.04 0.415
C -0.3772 2.0089 -2.9936 -0.52 0.21 -0.06 -0.693
H -0.1046 2.5447 -3.9224 0.03 -0.16 0.32 0.345
H -0.6244 2.8079 -2.2721 0.04 -0.33 -0.15 0.275
Mn -0.7072 0.0759 0.4337 0.80 0.18 0.33 -0.229
H -2.2758 0.1505 0.1747 -1.49 0.42 0.85 0.071
C -1.8603 -1.8365 2.7175 0.07 0.18 -0.07 -1.056
N -0.9527 -0.6716 2.5812 0.43 -0.92 1.21 0.066
C -1.3797 0.4628 3.4333 0.01 -0.01 -0.20 -1.123
C 0.4273 -1.0927 3.0446 -1.08 0.06 -0.16 -0.618
C 1.4665 -0.2205 2.4173 1.46 0.53 0.45 1.282
C 2.7192 -0.0851 3.0465 -0.38 0.02 -0.25 -0.707
C 3.6878 0.7468 2.4851 -0.03 -0.07 -0.04 -0.520
C 3.3947 1.4687 1.3249 -0.36 0.09 -0.24 -0.629
C 2.1322 1.3479 0.7136 1.25 -0.15 0.78 -0.022
C 1.1906 0.4790 1.2471 -1.00 -0.05 -0.77 -0.584
H -2.8392 -1.6190 2.2548 0.45 -0.02 0.27 0.256
H -1.9895 -2.1403 3.7768 -0.02 0.18 -0.37 0.317
H -1.3840 -2.6768 2.1866 -0.37 0.23 0.12 0.377
H -1.3920 0.1900 4.5068 -0.06 -0.07 -0.38 0.332
H -0.6563 1.2786 3.3080 -0.20 -0.16 -0.02 0.340
H -2.3740 0.8183 3.1372 0.23 -0.15 -0.02 0.324
H 0.4642 -1.0042 4.1478 0.07 -0.30 -0.33 0.308
H 0.5503 -2.1501 2.7548 0.07 0.35 0.18 0.383
H 2.9120 -0.6334 3.9715 0.10 0.16 -0.19 0.361
H 4.6729 0.8343 2.9526 -0.35 0.00 -0.15 0.353
H 4.1448 2.1268 0.8909 -0.06 -0.07 0.12 0.388
H 1.8938 1.9173 -0.1824 0.26 -0.07 0.37 0.253
```
Positions in Å, forces in eV/Å.

Values from the calculation:
<S²> ... 8.7649
Net charge ... 0
Gap between HOMO and LUMO (alpha / beta) ... 7.540 / 8.218 eV
Energy ... -50840.8494 eV
LUMO level (alpha / beta) ... 0.64 / 0.42 eV
HOMO (alpha / beta) ... -6.90 / -7.80 eV
Multiplicity ... 6



(4)
C4H9NO in the gas phase. Source: OMol25; level of theory: the ωB97M-V functional and the def2-TZVPD basis.

Geometry as XYZ:
```
15
Properties=species:S:1:pos:R:3:forces:R:3:mulliken_charge:R:1
C 1.7396 0.1269 0.2320 0.08 0.02 0.06 -0.972
C 0.6018 -0.1560 -0.7593 0.00 0.01 -0.09 -0.515
C -0.7314 -0.0336 -0.0663 -0.11 0.17 0.11 0.734
N -1.2405 1.0850 0.2820 0.08 -0.59 -0.06 -0.611
O -0.4436 2.1493 -0.1525 0.09 0.34 0.08 -0.374
C -1.4924 -1.2766 0.2989 -0.04 -0.01 0.04 -1.052
H 1.6567 1.1508 0.6053 0.05 -0.19 -0.05 0.273
H 1.6955 -0.5539 1.0897 0.02 0.07 -0.14 0.301
H 2.7169 0.0100 -0.2464 -0.14 -0.01 0.05 0.324
H 0.6515 0.5619 -1.5842 -0.01 -0.11 0.10 0.319
H 0.7042 -1.1614 -1.1823 -0.05 0.13 0.07 0.303
H -0.8041 2.8984 0.3328 -0.08 -0.02 -0.11 0.351
H -2.2100 -1.0746 1.0972 0.08 0.00 -0.14 0.362
H -2.0407 -1.6611 -0.5698 0.12 0.05 0.09 0.242
H -0.8034 -2.0649 0.6227 -0.09 0.13 -0.01 0.315
```
Positions in Å, forces in eV/Å.

Values from the calculation:
Net charge ... 0
Gap between HOMO and LUMO ... 10.474 eV
Energy ... -7830.1170 eV
LUMO level ... 1.06 eV
HOMO ... -9.42 eV
Multiplicity ... 1



(5)
C2H5IN2O2S in the gas phase at a distorted geometry. Source: OMol25; level of theory: the ωB97M-V functional and the def2-TZVPD basis.

Geometry as XYZ:
```
13
Properties=species:S:1:pos:R:3:forces:R:3:mulliken_charge:R:1
C -0.2903 0.5155 0.0998 -1.77 1.42 -1.71 -0.417
C 0.3973 -0.4913 -0.8041 -1.89 -4.21 0.52 -0.420
N 0.8436 1.2185 0.6349 0.95 1.11 -2.25 -0.352
N 1.4995 0.1088 -1.4512 1.27 0.11 -0.31 -0.410
O 3.1143 1.8163 -0.5035 0.44 0.53 -0.28 -0.579
O 2.8243 -0.1714 0.8695 0.04 0.00 -0.73 -0.582
S 2.1672 0.7897 -0.2845 -0.70 1.02 0.42 0.934
I 4.6122 -0.7811 0.2403 0.40 -0.41 0.25 0.309
H -1.0180 1.3109 -0.5008 1.80 -2.16 1.53 0.188
H -0.8272 -0.0142 0.8669 -0.46 0.11 0.31 0.323
H 0.6723 -1.4290 -0.1788 0.34 1.55 0.00 0.219
H -0.2308 -1.1297 -1.4313 -0.40 1.18 -0.86 0.450
H 1.1331 1.1030 1.5393 -0.01 -0.25 3.11 0.338
```
Positions in Å, forces in eV/Å.

Values from the calculation:
Net charge ... 0
Gap between HOMO and LUMO ... 8.494 eV
Energy ... -28162.3830 eV
LUMO level ... -1.23 eV
HOMO ... -9.72 eV
Multiplicity ... 1



(6)
A molecular structure, C20H32Cl5IrN5OPSSi at a distorted geometry. Source: OMol25; level of theory: the ωB97M-V functional and the def2-TZVPD basis.

Geometry as XYZ:
```
67
Properties=species:S:1:pos:R:3:forces:R:3:mulliken_charge:R:1
Ir 0.2813 -1.1002 0.8327 1.73 -0.52 -0.36 1.087
Cl 0.0337 -4.3066 1.2432 -0.23 -0.25 -0.09 -0.135
C 1.2175 -3.6802 2.3359 0.06 0.44 -0.22 1.168
C 1.5177 -2.3292 2.1881 -0.25 0.41 -0.14 -1.576
C 2.4275 -1.7938 3.0907 -0.11 -0.19 -0.22 0.732
Cl 2.7545 -0.1068 2.9727 0.15 0.31 0.10 -0.187
C 3.0628 -2.5674 4.0554 0.01 -0.05 -0.03 -0.260
Cl 4.2119 -1.8676 5.1247 0.06 0.04 0.06 -0.193
C 2.7638 -3.9273 4.1450 -0.09 0.03 -0.04 0.732
Cl 3.5616 -4.9060 5.3066 0.00 -0.06 0.07 -0.192
C 1.8121 -4.4907 3.2925 0.07 0.06 -0.01 -0.311
Cl 1.3922 -6.1527 3.4267 0.00 -0.03 -0.01 -0.189
C -3.3906 -1.2560 1.8627 0.92 0.15 0.01 -1.165
Si -1.6009 -0.6652 2.3102 -1.66 0.42 1.19 0.465
C -1.2106 -1.4435 4.0571 0.07 0.22 -1.01 -1.148
C -1.7652 1.2328 2.6924 0.31 -0.81 -0.38 -1.118
H -4.0685 -1.0341 2.6821 -0.05 0.10 0.23 0.400
H -3.4330 -2.3247 1.6809 0.08 -0.24 -0.03 0.308
H -3.7708 -0.7602 0.9760 -0.02 0.16 -0.23 0.280
H -1.9859 -1.1810 4.7726 -0.22 0.13 -0.02 0.438
H -0.2655 -1.0644 4.4340 0.21 0.09 0.05 0.285
H -1.1395 -2.5260 4.0165 0.01 -0.22 -0.06 0.291
H -2.4901 1.4068 3.4831 -0.18 -0.15 0.14 0.459
H -2.0793 1.7892 1.8163 -0.06 0.12 -0.25 0.280
H -0.8163 1.6450 3.0202 0.24 0.04 0.04 0.193
C 1.2961 4.0422 1.1140 -0.06 -0.02 0.22 -0.988
N 1.6833 3.5238 -0.1803 -0.48 -0.62 -0.28 0.306
C 2.2773 4.4934 -1.0723 0.11 -0.03 -0.05 -1.071
P 1.0181 2.0697 -0.6664 -0.01 0.99 -1.05 -0.133
O 1.0568 1.1341 0.4817 -0.07 -0.96 0.75 -0.607
N -0.5743 2.3355 -1.1360 0.96 -0.09 0.02 0.753
C -0.9927 3.5175 -1.8516 0.03 0.13 0.00 -1.069
C -1.4363 1.1926 -1.3408 -0.08 -0.32 0.18 -0.293
N 1.9358 1.5673 -1.9538 -0.62 0.29 0.69 0.751
C 1.5643 1.6068 -3.3476 -0.09 -0.14 -0.18 -0.950
C 3.2283 0.9835 -1.6672 0.23 0.10 0.17 -1.262
H 0.4426 4.7297 1.0484 0.07 0.01 0.01 0.246
H 2.1433 4.5703 1.5569 -0.04 0.02 0.04 0.407
H 1.0316 3.2047 1.7561 -0.03 0.09 0.10 0.120
H 1.6416 5.3787 -1.1980 0.01 -0.03 -0.02 0.389
H 2.4504 4.0410 -2.0454 0.03 0.03 -0.08 0.260
H 3.2400 4.8264 -0.6712 -0.05 0.01 -0.02 0.299
H -0.3245 4.3412 -1.6146 -0.04 0.12 -0.08 0.208
H -2.0059 3.7882 -1.5437 0.02 0.03 0.02 0.322
H -1.0063 3.3600 -2.9380 -0.01 0.08 0.03 0.348
H -1.0435 0.3478 -0.7593 -0.28 0.08 -0.23 -0.829
H -1.5103 0.9046 -2.3976 0.06 -0.01 0.02 0.278
H -2.4417 1.4154 -0.9715 0.01 0.01 -0.01 0.425
H 0.6512 2.1800 -3.4819 -0.05 0.00 -0.06 0.183
H 1.4010 0.5917 -3.7272 0.00 0.10 -0.01 0.295
H 2.3577 2.0776 -3.9372 -0.03 0.07 0.00 0.375
H 3.2293 0.6191 -0.6428 0.16 -0.08 0.05 0.328
H 4.0298 1.7199 -1.7827 0.08 -0.01 -0.04 0.247
H 3.4166 0.1428 -2.3345 -0.05 -0.04 0.00 0.432
C -3.5211 -3.3684 -2.0798 -0.01 0.05 -0.05 -1.157
C -2.3631 -2.6320 -2.6666 -0.07 0.13 -0.57 0.884
C -2.3500 -2.2295 -4.0057 0.14 0.06 0.16 -0.639
C -1.2044 -1.5994 -4.4613 -0.36 -0.17 0.00 -0.402
N -0.1561 -1.3953 -3.6838 0.48 0.12 0.04 -0.359
C -0.2614 -1.8071 -2.4228 -0.58 -0.01 -0.13 0.186
S 1.1120 -1.5761 -1.4014 0.02 0.16 1.41 -0.461
N -1.3255 -2.3929 -1.8786 -0.04 -0.21 0.18 -0.163
H -4.1618 -3.7496 -2.8721 -0.09 -0.06 0.07 0.412
H -4.1027 -2.7052 -1.4406 -0.04 0.02 0.07 0.200
H -3.1503 -4.1866 -1.4665 -0.05 -0.04 0.03 0.264
H -3.1916 -2.4067 -4.6536 -0.10 -0.04 -0.09 0.410
H -1.1040 -1.2470 -5.4809 -0.12 -0.04 -0.08 0.409
```
Positions in Å, forces in eV/Å.

Values from the calculation:
<S²> ... 6.0119
Net charge ... 0
Gap between HOMO and LUMO (alpha / beta) ... 7.350 / 6.437 eV
Energy ... -124210.0135 eV
LUMO level (alpha / beta) ... 0.51 / -2.02 eV
HOMO (alpha / beta) ... -6.84 / -8.46 eV
Multiplicity ... 5



Short version: energy above the lowest of the compared OMol25 structures with the same formula, charge and spin = 0.00, 4.21, 0.00, 212.55, 215.09, 0.00 kJ/mol, in the order given.